# 1
Here is a single C4H9N3S molecule from the Open Molecules 2025 dataset. Energies are from wB97M-V/def2-TZVPD.

Computed properties:
Max |F|, eV/Å: 1.52
SMILES string: CC(=S)/N=C/N(C)N
Gap between HOMO and LUMO, eV: 8.370
Relative energy (zero: lowest compared OMol25 entry of this formula, charge and spin), kcal/mol: 31.90

Geometry as XYZ:
```
17
C4H9N3S (wB97M-V/def2-TZVPD)
C 2.08337 0.80956 -0.56201
C -2.89502 1.09873 0.27753
H -0.03740 -1.61336 0.46008
C 0.21194 -0.63420 0.12929
H -2.56442 1.56116 1.21065
H 2.54066 0.63953 -1.52471
H 1.27050 1.54238 -0.66286
H 2.83672 1.18949 0.13861
N 1.52267 -0.42669 -0.03627
H 2.37373 -1.67466 1.24066
S -2.60963 -1.58308 -0.34808
H -2.81436 1.82240 -0.52240
N 2.45461 -1.42857 0.25347
N -0.67743 0.28273 -0.08546
C -2.00260 -0.07595 -0.03744
H -3.96411 0.75722 0.37046
H 2.27075 -2.26667 -0.30151
```

# 2
Here is a single C4H9N3S molecule from the Open Molecules 2025 dataset. Energies are from wB97M-V/def2-TZVPD.

Computed properties:
Max |F|, eV/Å: 2.30
SMILES string: C=C/C(=N/N)N(C)S
Gap between HOMO and LUMO, eV: 9.193
Relative energy (zero: lowest compared OMol25 entry of this formula, charge and spin), kcal/mol: 61.64

Geometry as XYZ:
```
17
C4H9N3S (wB97M-V/def2-TZVPD)
C -1.45498 1.95267 -0.04353
H 0.58691 -1.05081 1.91522
H 0.44369 2.60943 -0.73072
C 0.52988 0.47122 -0.33483
H -2.02327 1.14629 0.39927
N 2.46738 -0.65719 -0.47539
C -0.41537 -1.08600 1.35285
N -0.23899 -0.71771 -0.05768
H 1.90633 -1.45268 -0.66663
H -1.25867 -2.33350 -1.53429
C -0.17111 1.75826 -0.38652
H -1.89241 2.93129 -0.04197
H 3.25591 -0.56795 -1.13881
S -1.57739 -1.01405 -1.08584
H -0.85273 -2.08146 1.45229
H -1.08804 -0.42622 1.95682
N 1.78286 0.51841 -0.58024
```

# 3
Here is a single C4H9N3S molecule from the Open Molecules 2025 dataset. Energies are from wB97M-V/def2-TZVPD.

Computed properties:
Max |F|, eV/Å: 2.41
SMILES string: CN1CCS/C1=N\N
Gap between HOMO and LUMO, eV: 8.610
Relative energy (zero: lowest compared OMol25 entry of this formula, charge and spin), kcal/mol: 29.85

Geometry as XYZ:
```
17
C4H9N3S (wB97M-V/def2-TZVPD)
H -0.12916 -2.16344 1.34029
C 0.18529 -0.14633 2.08936
H -0.77800 3.16243 -0.51442
H 0.81718 -0.31358 2.97607
C -0.10703 -1.43964 -1.38347
H 0.90958 -1.87681 -1.47435
C 0.37824 -1.20365 1.04066
S 0.59518 1.42255 1.31107
N -0.38122 1.36585 -1.31276
C 0.00246 0.69385 -0.27755
H -0.38442 -0.85845 -2.26151
N -0.15936 2.77339 -1.22414
H -0.85442 -2.31391 -1.26081
N -0.16971 -0.65118 -0.16835
H -0.88723 -0.11385 2.40065
H -0.46097 3.16217 -2.13882
H 1.42358 -1.49942 0.85808
```

# 4
Here is 2 unconnected molecules or ions with the total composition C4H9N3S from the Open Molecules 2025 dataset. Energies are from wB97M-V/def2-TZVPD.

Computed properties:
Max |F|, eV/Å: 4.83
SMILES string: N=C=C(S)NN.C=C
Gap between HOMO and LUMO, eV: 8.665
Relative energy (zero: lowest compared OMol25 entry of this formula, charge and spin), kcal/mol: 122.26

Geometry as XYZ:
```
17
C4H9N3S (wB97M-V/def2-TZVPD)
N 1.98320 -0.65996 1.67862
H -1.90794 0.50339 -0.53520
C 0.75271 0.44386 -0.16054
H 0.48749 3.53391 0.97766
H 2.15936 0.97354 -1.66220
H -1.33636 -1.50560 0.78289
N 0.70231 -0.38698 0.98839
C -1.66202 -0.40596 -1.03817
H -1.03524 -2.45340 -0.61908
H 2.44620 -1.53120 1.43946
H -1.49923 -0.48486 -2.04187
S 1.35320 -0.11580 -1.75880
C -1.46332 -1.45816 -0.28496
N 1.08477 2.82189 0.72758
C 0.93366 1.73116 0.15669
H -0.06034 -0.11247 1.59544
H 2.57723 0.16529 1.61603
```